(1)
Below is a molecular structure, C26H47O2Si2Y, with properties calculated with wB97M-V/def2-TZVPD.

```
78
Properties=species:S:1:pos:R:3:forces:R:3:mulliken_charge:R:1
O 0.280 -0.469 -6.842 -0.1 0.0 -0.1 -0.40
C 0.081 0.835 -7.427 0.1 0.0 0.1 -0.40
C -0.163 0.243 -8.810 0.0 0.0 -0.1 -0.88
H 0.970 1.463 -7.330 0.0 0.0 0.0 0.28
H -0.768 1.356 -6.978 0.0 0.0 0.0 0.24
C 0.055 -1.127 -8.137 0.0 0.1 0.2 1.60
H 0.575 0.501 -9.565 0.0 0.0 0.0 0.30
H -1.160 0.397 -9.215 0.0 0.0 0.0 0.30
C 1.292 -1.872 -8.574 0.1 0.0 0.0 -1.63
H 2.158 -1.213 -8.582 0.0 0.1 0.0 0.39
H 1.162 -2.282 -9.577 0.0 0.0 0.0 0.39
H 1.501 -2.697 -7.894 0.0 0.0 0.1 0.36
C -1.163 -2.017 -8.073 -0.1 0.0 0.0 -1.67
H -2.032 -1.458 -7.735 -0.1 0.1 0.0 0.38
H -0.997 -2.840 -7.379 0.0 -0.1 0.0 0.36
H -1.385 -2.439 -9.054 0.0 0.0 0.0 0.40
Y -0.282 -0.793 1.173 2.4 3.6 0.9 0.16
C -2.240 -1.283 2.418 -1.1 0.2 0.7 -0.71
C -1.942 0.079 2.592 -1.9 0.5 0.6 0.15
C -2.118 0.717 1.342 -0.9 0.3 0.3 -1.13
H -1.608 0.553 3.498 -0.3 -0.1 -0.3 0.46
C -2.528 -0.253 0.411 -0.9 0.1 -0.2 -0.80
C -2.585 -1.496 1.062 -0.9 -0.1 0.0 -0.72
H -2.840 -2.441 0.612 -0.1 -0.1 0.0 0.43
H -2.200 -2.036 3.186 0.0 -0.1 0.1 0.61
H -1.923 1.754 1.140 -0.1 0.2 0.0 0.78
H -2.716 -0.080 -0.635 -0.1 0.0 -0.1 0.68
C 0.824 -2.232 2.722 0.4 -1.7 0.3 -0.18
C 0.054 -3.029 1.842 0.9 -1.2 0.6 -0.52
C 0.583 -2.896 0.544 0.6 -1.1 -0.2 -0.15
H -0.792 -3.636 2.112 -0.1 -0.1 0.0 0.61
C 1.702 -2.031 0.632 0.9 -0.8 0.0 -0.67
C 1.852 -1.638 1.969 0.8 -0.7 -0.3 -0.61
H 2.568 -0.928 2.337 0.1 0.0 0.0 0.61
H 0.653 -2.095 3.776 0.0 -0.1 -0.2 0.12
H 0.226 -3.398 -0.338 0.0 0.0 -0.1 0.61
H 2.301 -1.681 -0.191 0.1 0.0 -0.1 0.53
O 0.043 -0.194 -0.970 0.3 0.6 -1.2 0.05
C -0.328 -1.074 -2.053 0.1 -0.2 -0.2 -0.57
C -0.640 -0.170 -3.228 -0.1 0.0 0.0 -0.62
H -1.169 -1.681 -1.728 -0.1 0.0 0.0 0.35
H 0.516 -1.733 -2.262 0.1 0.0 0.0 0.34
C 0.285 1.013 -2.975 0.1 0.1 -0.1 -0.76
H -1.681 0.149 -3.196 -0.1 0.0 0.0 0.24
H -0.467 -0.663 -4.182 0.1 0.0 -0.1 0.33
C 0.216 1.160 -1.471 -0.1 -0.1 0.0 -0.41
H -0.026 1.920 -3.488 0.0 0.0 0.0 0.43
H 1.301 0.778 -3.290 0.0 0.0 0.0 0.27
H -0.643 1.753 -1.156 -0.1 0.0 0.0 0.30
H 1.102 1.570 -1.002 0.2 0.1 -0.1 0.23
C 2.411 3.023 4.151 0.3 0.4 0.0 -1.12
Si 0.889 2.339 3.289 0.0 -1.7 1.2 -0.22
C -0.609 3.342 3.782 -0.2 0.4 0.0 -0.87
C 1.222 2.635 1.499 0.2 0.4 -0.7 -0.63
C 0.699 0.469 3.566 -1.0 0.9 1.3 -0.03
Si 0.094 0.084 5.452 0.4 0.5 -1.4 0.46
C -1.694 0.453 5.930 -0.4 0.1 -0.2 -1.14
C 0.301 -1.664 6.119 0.1 -0.5 -0.1 -1.37
C 1.082 1.087 6.675 0.2 0.2 0.5 -1.13
H 2.531 4.089 3.871 0.1 -0.4 0.1 0.31
H 3.303 2.458 3.813 -0.3 0.3 0.2 0.27
H 2.352 2.970 5.247 0.1 0.0 -0.4 0.31
H -0.428 4.407 3.533 -0.3 -0.4 0.2 0.42
H -1.508 2.990 3.239 0.3 0.2 0.4 0.27
H -0.770 3.259 4.873 -0.1 0.1 -0.5 0.20
H 2.108 2.048 1.182 -0.5 0.3 0.0 0.27
H 0.321 2.323 0.948 0.3 0.2 -0.1 -0.27
H 1.402 3.716 1.326 0.0 -0.5 -0.2 0.50
H 1.758 0.238 3.701 0.4 -0.3 0.0 0.31
H -2.393 -0.231 5.408 0.2 0.5 0.3 0.32
H -1.815 0.281 7.019 0.1 0.1 -0.5 0.44
H -1.960 1.505 5.711 -0.1 -0.5 0.1 0.32
H 1.354 -1.999 6.008 -0.6 -0.1 0.1 0.33
H 0.042 -1.667 7.199 0.2 0.1 -0.6 0.35
H -0.398 -2.368 5.620 0.5 0.1 0.3 0.35
H 2.165 0.896 6.537 -0.5 0.4 0.2 0.30
H 0.837 2.159 6.562 0.4 -0.4 0.1 0.27
H 0.790 0.787 7.704 0.2 0.1 -0.5 0.31
```
Positions in Å, forces in eV/Å.

Values from the calculation:
gap between HOMO and LUMO	6.852	eV
HOMO	-6.6	eV
E	-48617.1779	eV
maximum force	4.47	eV Å⁻¹
LUMO level	0.26	eV


(2)
Below is a single C4H7IN2O4 molecule, with properties calculated with wB97M-V/def2-TZVPD.

```
18
Properties=species:S:1:pos:R:3:forces:R:3:mulliken_charge:R:1
C -0.528 -0.788 -0.046 1.7 1.2 0.3 0.71
C 2.592 0.683 1.017 1.5 2.1 -4.3 -1.03
C 1.236 0.755 0.287 0.5 2.1 0.3 -0.28
C -4.555 -1.106 -0.740 -0.7 -0.7 0.0 -0.59
N -1.297 -1.684 0.692 -0.7 0.1 -0.2 -0.78
N -2.495 -1.927 0.383 0.4 -0.3 0.3 1.32
O -3.093 -2.875 0.796 -0.9 -0.1 0.0 -0.61
O -0.396 -0.732 -1.240 -0.5 -0.1 0.6 -0.51
O -3.156 -1.022 -0.478 0.1 0.4 0.1 -0.22
O 0.263 -0.083 0.859 -1.4 -1.8 -0.5 -0.31
I -5.769 0.568 0.096 0.9 -0.8 -0.4 0.04
H 3.186 1.617 1.273 -1.5 -0.9 0.1 0.28
H 2.436 0.018 1.743 0.1 -2.3 3.4 0.33
H 3.263 0.209 0.237 -0.4 0.2 1.1 0.28
H 1.422 0.494 -0.713 -0.1 -0.5 -1.3 0.32
H 0.780 1.744 0.251 0.2 0.3 0.2 0.35
H -5.141 -2.006 -0.402 1.3 0.7 0.0 0.36
H -4.575 -1.062 -1.836 -0.4 0.4 0.4 0.33
```
Positions in Å, forces in eV/Å.

Values from the calculation:
gap between HOMO and LUMO	9.499	eV
HOMO	-10.1	eV
energy above the lowest of the compared OMol25 structures with the same formula, charge and spin	0.0000	eV
E	-23527.1123	eV
maximum force	5.02	eV Å⁻¹
LUMO level	-0.59	eV


(3)
Below is 4 unconnected molecules or ions with the total composition C16H24O12, with properties calculated with wB97M-V/def2-TZVPD.

```
52
Properties=species:S:1:pos:R:3:forces:R:3:mulliken_charge:R:1
C -3.607 0.634 2.435 2.3 -1.1 3.6 -1.17
C -3.949 0.387 1.039 0.1 -0.3 -1.7 0.64
C -3.146 -0.743 0.439 -4.4 1.2 -5.7 0.20
O -4.133 -1.816 0.386 3.9 -0.4 0.4 -0.31
C -5.332 -1.319 0.534 -2.5 -2.1 -2.6 0.64
O -6.295 -1.958 0.170 0.3 0.6 1.1 -0.61
O -5.349 -0.064 0.857 1.4 2.7 1.1 -0.37
H -4.255 1.230 2.977 -1.6 2.2 0.3 0.46
H -2.553 1.043 2.664 -1.5 -0.5 -1.0 0.26
H -3.698 -0.201 3.208 0.4 -0.1 -1.8 0.16
H -3.686 1.218 0.373 -1.0 0.4 0.5 0.24
H -2.258 -0.773 0.819 4.8 -1.9 3.7 -0.17
H -2.665 -0.472 -0.660 -2.2 -0.7 1.8 0.13
C 2.696 1.708 -4.911 0.3 1.0 -0.4 -1.19
C 1.778 2.582 -4.008 -0.7 -0.5 -1.9 0.36
C 1.218 3.998 -4.374 3.2 0.2 0.9 -0.39
O -0.080 3.893 -3.845 0.4 4.6 -1.9 -0.31
C -0.474 2.693 -3.678 -1.1 -2.1 1.2 0.72
O -1.585 2.428 -3.345 -0.1 -0.8 -0.2 -0.56
O 0.568 1.872 -3.803 -0.2 -1.8 -0.1 -0.35
H 3.593 2.384 -5.247 -1.1 -1.7 1.1 0.34
H 2.131 1.618 -5.880 0.5 -0.7 0.9 0.37
H 2.957 0.655 -4.357 -0.5 2.9 -1.7 0.25
H 2.206 2.731 -3.117 1.9 -0.1 3.7 0.21
H 1.505 3.981 -5.458 -1.7 1.3 0.3 0.30
H 1.701 4.906 -3.751 -0.7 -2.2 -1.9 0.26
C 0.786 -3.275 1.541 -2.0 -1.0 -1.8 -1.05
C 0.025 -3.314 2.903 -2.3 1.0 -5.0 0.07
C -0.728 -1.967 3.332 1.1 -3.7 0.5 -0.30
O -2.111 -2.367 3.351 1.1 0.4 -0.3 -0.31
C -2.184 -3.675 3.057 -7.1 -3.2 -2.7 0.61
O -3.331 -4.267 2.951 5.6 2.7 1.3 -0.61
O -1.073 -4.230 2.556 0.1 1.3 2.2 -0.36
H 0.765 -4.305 0.908 -0.5 2.1 1.9 0.34
H 1.846 -3.180 1.657 0.7 1.1 -0.1 0.31
H 0.165 -2.530 0.851 2.0 -1.3 1.3 0.12
H 0.527 -3.663 3.699 2.0 -1.6 2.6 0.59
H -0.323 -1.193 2.738 -0.9 1.3 -0.9 0.08
H -0.431 -1.887 4.344 0.2 0.9 1.1 0.48
C 3.950 1.242 -0.462 0.1 2.4 -2.5 -1.35
C 3.354 0.018 0.263 1.8 0.9 -0.8 0.50
C 3.116 0.448 1.769 0.0 -0.7 -3.3 -0.64
O 1.749 0.400 1.847 -1.6 0.1 2.8 -0.33
C 1.155 0.071 0.771 -5.2 0.1 -4.4 0.66
O -0.089 0.142 0.568 4.4 -0.7 1.1 -0.61
O 2.030 -0.244 -0.247 0.0 0.2 1.8 -0.27
H 3.496 2.390 -0.527 0.2 -3.3 0.9 0.25
H 4.067 1.028 -1.539 -0.5 -0.2 0.2 0.29
H 4.991 1.475 -0.258 0.2 -0.4 0.9 0.47
H 4.052 -0.930 -0.003 -1.7 2.2 1.1 0.30
H 3.360 1.416 2.070 1.1 1.6 -0.2 0.32
H 3.546 -0.219 2.392 1.2 -2.3 2.3 0.36
```
Positions in Å, forces in eV/Å.

Values from the calculation:
gap between HOMO and LUMO	9.584	eV
HOMO	-9.7	eV
energy above the lowest of the compared OMol25 structures with the same formula, charge and spin	7.0822	eV
E	-41545.2851	eV
SMILES	C[C@H]1COC(=O)O1.C[C@H]1COC(=O)O1.C[C@H]1COC(=O)O1.C[C@H]1COC(=O)O1
maximum force	8.24	eV Å⁻¹
LUMO level	-0.09	eV


(4)
Below is a molecular structure, C18H32BN2O2OsP2, with properties calculated with wB97M-V/def2-TZVPD.

```
58
Properties=species:S:1:pos:R:3:forces:R:3:mulliken_charge:R:1
C 1.620 -3.035 -2.331 0.0 0.1 -0.7 -0.74
C 1.360 -2.114 -1.337 0.5 -1.7 0.7 0.72
N 0.107 -1.794 -0.959 -0.3 0.4 -0.6 -0.16
C -0.915 -2.230 -1.728 -0.3 -0.4 -0.8 0.67
C -0.724 -3.166 -2.751 0.1 0.0 0.2 -0.75
C 0.565 -3.614 -3.032 0.0 0.7 -0.1 -0.61
C 2.507 -1.782 -0.440 -0.4 0.4 0.8 -1.41
P 2.052 -0.436 0.723 1.1 -0.5 0.8 0.86
Os -0.207 -0.305 0.576 0.0 3.2 -1.5 0.91
P -2.251 -0.112 -0.517 -1.3 -0.8 -1.1 0.88
C -2.298 -1.664 -1.515 0.0 -0.5 0.2 -1.32
C -0.112 1.516 1.701 -0.7 -0.3 -1.1 -0.57
C -0.411 1.364 3.049 -0.6 0.1 0.6 -0.03
C -0.779 2.488 3.819 0.4 -0.1 -0.2 -0.46
C -0.804 3.746 3.200 0.2 -0.3 0.0 -0.67
C -0.517 3.873 1.831 0.2 0.1 -0.3 -0.76
C -0.200 2.759 1.059 0.1 -0.2 0.8 0.51
O 4.676 1.313 -4.146 -0.3 -1.7 0.5 -0.61
O -0.411 1.279 -4.072 1.0 0.4 -0.3 -0.64
H 2.672 -3.235 -2.555 -0.5 -0.2 0.0 0.44
H -1.600 -3.524 -3.309 0.5 0.2 0.2 0.48
H 0.759 -4.298 -3.847 -0.1 -0.2 0.1 0.43
C 2.686 -1.154 2.269 0.5 -0.2 0.3 -1.64
C 2.959 1.096 0.403 0.4 0.1 -0.1 -1.12
H -2.801 -1.491 -2.484 0.3 0.0 0.4 0.52
H -2.902 -2.426 -0.994 0.1 0.3 0.1 0.48
H 3.412 -1.612 -0.979 0.6 0.4 -0.6 0.63
H 2.769 -2.630 0.214 -0.5 0.1 -0.3 0.42
C -3.677 -0.113 0.565 -0.4 0.1 0.1 -1.33
C -2.561 1.147 -1.795 -0.1 0.0 0.1 -1.23
H 0.071 -0.356 4.372 0.3 -0.2 -1.0 0.31
H -1.060 2.351 4.876 0.2 0.2 -0.6 0.44
H -1.048 4.636 3.780 0.0 -0.3 -0.2 0.41
H -0.553 4.832 1.314 -0.1 0.0 0.4 0.42
H -0.083 2.775 -0.032 0.1 0.5 0.5 0.62
H 0.258 0.622 -4.370 -0.6 1.1 0.2 0.29
H -0.040 2.193 -4.180 -0.3 -1.4 -0.1 0.31
H 3.710 1.309 -4.079 0.2 0.3 -0.1 0.28
H 4.881 0.358 -3.954 0.0 1.4 -0.4 0.32
H -1.050 1.036 -0.201 1.3 -0.8 0.5 -0.43
H 3.538 -1.826 2.039 -0.3 0.5 0.3 0.52
H 2.988 -0.395 2.990 0.1 0.1 -0.1 0.40
H 1.904 -1.742 2.754 0.0 0.0 -0.2 0.38
H 3.961 1.024 0.852 -0.2 0.1 -0.3 0.45
H 3.017 1.245 -0.686 0.1 0.1 0.4 0.35
H 2.413 1.938 0.861 0.2 -0.4 -0.2 0.28
H -3.525 0.953 -2.270 0.0 0.1 0.0 0.46
H -2.581 2.112 -1.273 -0.1 0.0 -0.2 0.51
H -1.757 1.161 -2.553 -0.4 -0.1 0.4 0.22
H -4.558 -0.485 0.035 0.0 0.1 0.0 0.49
H -3.477 -0.735 1.439 0.0 0.1 0.0 0.29
H -3.844 0.918 0.890 -0.1 -0.1 0.1 0.38
B -2.041 -0.729 3.871 -1.9 0.2 0.0 0.25
C -0.507 -0.078 3.466 0.2 0.8 0.4 -0.18
N -0.594 -0.878 2.307 -0.1 -1.3 1.7 -0.32
H -2.898 0.008 3.411 0.4 -0.2 -0.3 -0.15
H -2.023 -0.628 5.077 0.4 -0.1 0.5 -0.07
H -2.259 -1.903 3.629 0.1 0.1 0.1 -0.13
```
Positions in Å, forces in eV/Å.

Values from the calculation:
gap between HOMO and LUMO (spin up / spin down)	5.887 / 5.731	eV
HOMO (spin up / spin down)	-9.0 / -11.2	eV
energy above the lowest of the compared OMol25 structures with the same formula, charge and spin	0.3470	eV
multiplicity	5
total charge	+1
E	-47969.2878	eV
<S²>	6.021
maximum force	3.50	eV Å⁻¹
LUMO level (spin up / spin down)	-3.14 / -5.44	eV


(5)
Below is a single C5H9NO molecule, with properties calculated with wB97M-V/def2-TZVPD.

```
16
Properties=species:S:1:pos:R:3:forces:R:3:mulliken_charge:R:1
C -1.560 -1.265 -0.178 0.0 -0.1 0.1 -1.34
C -0.412 -0.283 -0.348 -0.1 -0.1 -0.3 0.24
C -0.691 1.229 -0.099 -0.1 0.1 -0.1 -0.65
C 0.755 1.429 0.434 0.0 0.1 0.2 -0.46
C 0.851 -0.071 0.463 0.5 -0.2 -0.3 0.06
N 1.914 -0.796 0.314 -0.7 -0.1 0.1 0.21
O 3.115 -0.463 0.486 0.3 0.0 0.2 -0.65
H -2.329 -0.970 -0.904 0.1 -0.1 0.2 0.34
H -2.021 -1.273 0.813 0.2 0.1 0.0 0.33
H -1.258 -2.286 -0.437 0.0 0.1 0.1 0.35
H 0.031 -0.517 -1.330 -0.6 0.6 -0.2 0.22
H -1.018 1.820 -0.958 0.2 0.0 0.1 0.32
H -1.417 1.369 0.713 0.1 -0.2 -0.2 0.26
H 0.881 1.970 1.374 -0.1 -0.1 -0.1 0.29
H 1.442 1.858 -0.309 0.0 -0.2 0.2 0.22
H 1.717 -1.752 -0.034 0.3 0.2 0.2 0.25
```
Positions in Å, forces in eV/Å.

Values from the calculation:
gap between HOMO and LUMO	9.030	eV
HOMO	-8.4	eV
energy above the lowest of the compared OMol25 structures with the same formula, charge and spin	3.9475	eV
E	-8865.2651	eV
SMILES	C[C@H]1CC/C1=[NH+]\[O-]
maximum force	0.88	eV Å⁻¹
LUMO level	0.64	eV


Repeat the second record exactly.
Below is a single C4H7IN2O4 molecule, with properties calculated with wB97M-V/def2-TZVPD.

```
18
Properties=species:S:1:pos:R:3:forces:R:3:mulliken_charge:R:1
C -0.528 -0.788 -0.046 1.7 1.2 0.3 0.71
C 2.592 0.683 1.017 1.5 2.1 -4.3 -1.03
C 1.236 0.755 0.287 0.5 2.1 0.3 -0.28
C -4.555 -1.106 -0.740 -0.7 -0.7 0.0 -0.59
N -1.297 -1.684 0.692 -0.7 0.1 -0.2 -0.78
N -2.495 -1.927 0.383 0.4 -0.3 0.3 1.32
O -3.093 -2.875 0.796 -0.9 -0.1 0.0 -0.61
O -0.396 -0.732 -1.240 -0.5 -0.1 0.6 -0.51
O -3.156 -1.022 -0.478 0.1 0.4 0.1 -0.22
O 0.263 -0.083 0.859 -1.4 -1.8 -0.5 -0.31
I -5.769 0.568 0.096 0.9 -0.8 -0.4 0.04
H 3.186 1.617 1.273 -1.5 -0.9 0.1 0.28
H 2.436 0.018 1.743 0.1 -2.3 3.4 0.33
H 3.263 0.209 0.237 -0.4 0.2 1.1 0.28
H 1.422 0.494 -0.713 -0.1 -0.5 -1.3 0.32
H 0.780 1.744 0.251 0.2 0.3 0.2 0.35
H -5.141 -2.006 -0.402 1.3 0.7 0.0 0.36
H -4.575 -1.062 -1.836 -0.4 0.4 0.4 0.33
```
Positions in Å, forces in eV/Å.

Values from the calculation:
gap between HOMO and LUMO	9.499	eV
HOMO	-10.1	eV
energy above the lowest of the compared OMol25 structures with the same formula, charge and spin	0.0000	eV
E	-23527.1123	eV
maximum force	5.02	eV Å⁻¹
LUMO level	-0.59	eV


- Look up the E of the fourth one.
  -47969.2878 eV


- E of number 1 (C26H47O2Si2Y)?
  -48617.1779 eV


- Which value of maximum force does entry 4 give?
  3.50 eV Å⁻¹